Formula: C3H4FN3
Source: OMol25
Level of theory: ωB97M-V/def2-TZVPD

Positions of all 11 atoms, in Å:
1 C -0.4846 1.0111 -0.0671
2 C 0.8887 1.0725 -0.0565
3 C -1.0366 -0.1984 -0.4498
4 N 1.1718 -1.2689 -0.0703
5 N 1.4478 -0.1888 0.0199
6 N -1.7446 -1.1168 0.1112
7 F 3.1448 0.0567 0.1456
8 H -0.9400 1.9973 -0.1710
9 H 1.4504 1.9025 -0.1464
10 H -1.9363 -1.9986 -0.3679
11 H -1.9614 -1.2687 1.0522

Values from the calculation:
E_LUMO (eV): -0.1093
Charge: 0
HOMO (eV): -8.61
2S+1: 1
Energy above the lowest of the compared OMol25 structures with the same formula, charge and spin (kJ/mol): 570.57
HOMO-LUMO gap (eV): 8.50

Charges per atom according to Löwdin partitioning, unit e: -0.0744 -0.0979 -0.0913 0.2331 -0.1796 0.1177 -0.3324 0.1264 0.0742 0.1258 0.0984


Formula: C3H4FNO
Source: OMol25
Level of theory: ωB97M-V/def2-TZVPD

Positions of all 10 atoms, in Å:
1 C 0.1338 -0.0492 -0.9651
2 C -0.6115 1.0030 -0.6288
3 C 0.7302 -0.6229 0.2948
4 N -0.0047 -0.0089 1.3136
5 O -0.5306 1.1718 0.7233
6 F -1.2035 -0.7783 1.6748
7 H 0.0570 -0.6470 -1.9552
8 H -0.9659 1.7890 -1.2056
9 H 0.7593 -1.7524 0.3891
10 H 1.6360 -0.1052 0.3592

Values from the calculation:
E_LUMO (eV): 0.9918
Charge: 0
HOMO (eV): -9.46
Structure (SMILES): FN1CC=CO1
2S+1: 1
Energy above the lowest of the compared OMol25 structures with the same formula, charge and spin (kJ/mol): 431.58
HOMO-LUMO gap (eV): 10.46

Charges per atom according to Löwdin partitioning, unit e: -0.0705 -0.1172 -0.1750 -0.0556 -0.0296 -0.0662 0.1357 0.1051 0.1617 0.1115


Formula: C3H4FNO
Source: OMol25
Level of theory: ωB97M-V/def2-TZVPD

Positions of all 10 atoms, in Å:
1 C -1.3576 -0.1205 -1.6833
2 C -1.0592 -0.9403 -0.7498
3 C -0.5858 -1.9550 -0.1072
4 N 1.9371 0.1287 -0.5748
5 O -0.5200 -2.9062 0.5739
6 F 2.9097 0.0449 0.5382
7 H -2.2083 0.4421 -1.5820
8 H -0.7431 0.1553 -2.5448
9 H 2.0631 -0.7796 -0.9626
10 H 2.5708 0.6815 -1.1576

Values from the calculation:
E_LUMO (eV): -0.4856
Charge: 0
HOMO (eV): -8.87
Structure (SMILES): C=C=C=O.NF
2S+1: 1
Energy above the lowest of the compared OMol25 structures with the same formula, charge and spin (kJ/mol): 471.69
HOMO-LUMO gap (eV): 8.39

Charges per atom according to Löwdin partitioning, unit e: 0.0226 -0.0927 -0.2187 0.0942 0.1435 -0.1923 0.0341 0.0760 0.0529 0.0803


Formula: C3H4FNO2
Source: OMol25
Level of theory: ωB97M-V/def2-TZVPD

Positions of all 11 atoms, in Å:
1 C -0.2934 -0.7700 0.5592
2 C 0.2320 -1.3567 1.7019
3 C 0.1103 0.4845 -0.0363
4 N -0.2988 -2.4817 2.3795
5 O -1.0679 -3.1955 1.7769
6 O -0.0231 -2.7286 3.5398
7 F 1.1371 -0.7425 2.5022
8 H -1.0872 -1.2622 0.1792
9 H -0.7899 0.7806 -0.4604
10 H 0.4838 1.3074 0.6609
11 H 0.8819 0.2477 -0.6614

Values from the calculation:
E_LUMO (eV): -0.8103
Charge: 0
HOMO (eV): -10.51
Structure (SMILES): C/C=C(\F)[N+](=O)[O-]
2S+1: 1
Energy above the lowest of the compared OMol25 structures with the same formula, charge and spin (kJ/mol): 433.27
HOMO-LUMO gap (eV): 9.70

Charges per atom according to Löwdin partitioning, unit e: -0.0125 -0.1781 -0.0556 -0.3675 0.0808 0.1036 0.0894 0.0832 0.0649 0.1283 0.0636


Formula: C3H4FNO2S
Source: OMol25
Level of theory: ωB97M-V/def2-TZVPD

Positions of all 12 atoms, in Å:
1 C -0.8643 0.3709 0.1602
2 C -3.0298 0.2674 0.7355
3 C -2.1897 0.4164 -0.2683
4 N 0.2466 0.2314 0.4577
5 O 2.9442 1.0393 -1.0295
6 O 2.5420 -1.3509 -0.4400
7 F 4.5026 -0.3101 0.5441
8 S 2.8668 0.1381 0.0957
9 H -4.1486 0.2460 0.6437
10 H 2.3432 -1.5139 -1.3191
11 H -2.6623 -0.0756 1.6446
12 H -2.5508 0.5409 -1.2246

Values from the calculation:
E_LUMO (eV): -0.0179
Charge: 0
HOMO (eV): -10.66
2S+1: 1
Energy above the lowest of the compared OMol25 structures with the same formula, charge and spin (kJ/mol): 147.92
HOMO-LUMO gap (eV): 10.64

Charges per atom according to Löwdin partitioning, unit e: -0.1995 0.0522 -0.1383 0.1437 -0.4117 -0.2621 -0.3829 0.9284 0.0970 0.0332 0.0542 0.0859


Formula: C3H4FNO3
Source: OMol25
Level of theory: ωB97M-V/def2-TZVPD

Positions of all 12 atoms, in Å:
1 C -0.3727 -0.3043 0.7030
2 C 0.6752 -0.0534 -0.4311
3 C 0.5856 -1.2778 1.1069
4 N -1.1823 -2.8518 -0.6260
5 O -1.0237 -3.9614 -1.1762
6 O -1.9070 -1.8579 -0.8574
7 O 1.4526 -1.1520 0.0867
8 F 0.8169 -2.1225 2.0902
9 H -1.0025 0.4841 1.2126
10 H -1.3069 -0.8569 0.0910
11 H 0.1461 -0.2850 -1.4523
12 H 1.3337 0.7859 -0.4491

Values from the calculation:
E_LUMO (spin up / spin down) (eV): -0.7246 / -0.7239
Charge: 0
HOMO (spin up / spin down) (eV): -7.65 / -7.65
2S+1: 1
Energy above the lowest of the compared OMol25 structures with the same formula, charge and spin (kJ/mol): 756.30
HOMO-LUMO gap (spin up / spin down) (eV): 6.93 / 6.93

Charges per atom according to Löwdin partitioning, unit e: -0.0452 -0.0854 -0.2492 -0.2905 -0.0665 -0.1205 0.0892 0.2071 0.1579 0.1173 0.1674 0.1185


Formula: C3H4FNS
Source: OMol25
Level of theory: ωB97M-V/def2-TZVPD

Positions of all 10 atoms, in Å:
1 C -0.2750 -0.5246 -0.7484
2 C 0.3402 -0.7495 0.6821
3 C -0.2439 0.9467 -0.4439
4 H -1.2386 -0.8904 -0.9617
5 H 1.4438 -1.0102 0.5833
6 H -0.1078 -1.3798 1.4154
7 H 0.1106 1.3514 1.6114
8 N 0.1337 0.6892 0.8581
9 F 0.6614 -0.6811 -1.7595
10 S -0.8245 2.2483 -1.2368

Values from the calculation:
E_LUMO (eV): 0.4334
Charge: 0
HOMO (eV): -8.63
Structure (SMILES): F[C@H]1CNC1=S
2S+1: 1
Energy above the lowest of the compared OMol25 structures with the same formula, charge and spin (kJ/mol): 72.68
HOMO-LUMO gap (eV): 9.06

Charges per atom according to Löwdin partitioning, unit e: -0.2757 -0.0738 -0.8275 0.1356 0.1357 0.0971 0.1363 0.0332 -0.0063 0.6454


Formula: C3H4FNS
Source: OMol25
Level of theory: ωB97M-V/def2-TZVPD

Positions of all 10 atoms, in Å:
1 C 2.3024 -0.0604 0.3640
2 C -1.6875 0.4412 -0.3300
3 C 0.9200 -0.2802 0.0790
4 N 3.4154 0.0914 0.5807
5 F 0.7102 -1.2463 -0.8422
6 S -0.0307 1.1874 -0.2038
7 H -2.2341 0.9938 -1.0877
8 H -2.1853 0.5309 0.6317
9 H -1.5977 -0.5995 -0.6227
10 H 0.3874 -1.0584 1.4309

Values from the calculation:
E_LUMO (eV): -0.1915
Charge: 0
HOMO (eV): -9.70
2S+1: 1
Energy above the lowest of the compared OMol25 structures with the same formula, charge and spin (kJ/mol): 219.02
HOMO-LUMO gap (eV): 9.51

Charges per atom according to Löwdin partitioning, unit e: -0.2750 -0.3679 -0.7250 0.1844 -0.0365 0.8807 0.0344 0.0349 0.0344 0.2355


Formula: C3H4FO3P
Source: OMol25
Level of theory: ωB97M-V/def2-TZVPD

Positions of all 12 atoms, in Å:
1 C 0.7370 1.4608 1.8458
2 C -0.1490 0.7945 1.1599
3 C 0.2349 -0.9563 -0.2784
4 O 0.3528 -1.5758 -2.6840
5 O -1.9008 -1.7039 -1.6742
6 O -0.9064 0.5918 -2.1858
7 F 0.1259 -2.0614 0.4648
8 P -0.6854 -0.8447 -1.8562
9 H 0.4261 2.3762 2.5005
10 H 1.8528 1.2893 1.6150
11 H -1.2596 0.9918 1.2884
12 H 1.1719 -0.3625 -0.1957

Values from the calculation:
E_LUMO (spin up / spin down) (eV): 6.3193 / 5.9625
Charge: -2
HOMO (spin up / spin down) (eV): 2.58 / 0.91
2S+1: 3
HOMO-LUMO gap (spin up / spin down) (eV): 3.74 / 5.05

Charges per atom according to Löwdin partitioning, unit e: -0.2013 -0.0667 -0.3305 -0.4562 -0.4831 -0.4690 -0.0856 -0.1037 0.0303 0.0457 0.0732 0.0469


Formula: C3H4FO3Tl
Source: OMol25
Level of theory: ωB97M-V/def2-TZVPD

Positions of all 12 atoms, in Å:
1 F -2.3315 1.0858 1.0933
2 O 1.3491 0.4847 -0.0185
3 C 1.2403 -0.7451 -0.3396
4 C -0.8051 0.6909 0.5830
5 O 2.1069 -1.5955 -0.0830
6 O 0.0076 -1.1888 -0.6518
7 C -1.0390 -0.2163 -0.6180
8 Tl 3.6055 0.0554 0.3240
9 H -0.5536 1.7154 0.2826
10 H -0.5750 0.1284 1.4961
11 H -1.0295 0.3615 -1.5495
12 H -1.9757 -0.7764 -0.5188

Values from the calculation:
E_LUMO (eV): -0.4264
Charge: 0
HOMO (eV): -10.20
2S+1: 1
Energy above the lowest of the compared OMol25 structures with the same formula, charge and spin (kJ/mol): 0.00
HOMO-LUMO gap (eV): 9.77

Charges per atom according to Löwdin partitioning, unit e: -0.2562 -0.2312 -0.8129 -0.0157 -0.1443 0.0260 -0.1351 1.0351 0.1231 0.1371 0.1350 0.1391